The following is a quantum chemistry calculation of a structure of composition C35H51Ge2N2O2ScSi3, from the Open Molecules 2025 dataset.

Multiplicity: 2
HOMO level (spin up / spin down): -9.92 / -10.22 eV
<S²>: 0.781
Maximum force: 0.041 Eh/bohr
Net charge: +1
E: -7407.13851 a.u.
Molar mass: 806.2 g mol⁻¹
LUMO level (spin up / spin down): -0.1221 / -0.1304 Eh

```
96
Properties=species:S:1:pos:R:3:forces:R:3
H -3.667635 0.218030 -2.366089 -0.2891 -0.0097 0.1236
C -4.505981 0.700466 2.228701 0.2536 -0.1772 -0.2302
C 3.316705 -1.715603 -2.875546 -0.0558 -0.0149 0.0423
C 5.499069 0.755523 0.550054 0.0247 -0.0307 0.0041
C 2.788868 1.293376 1.020603 -0.4631 -0.2043 -0.0645
H 1.203957 3.336904 3.777302 0.0198 0.1248 0.0153
C 3.712822 2.321615 0.891592 -0.2563 0.1615 -0.0706
C -4.779344 1.668576 3.168947 0.1953 0.1211 0.1719
C -0.848261 -2.083264 -1.703540 0.2594 -0.3589 -0.3877
H -1.813028 -5.440229 -2.011591 0.2492 -0.1824 0.0013
C -3.720337 2.290121 3.827591 -0.2512 -0.1527 -0.1471
H 0.958582 -4.843348 -0.409063 -0.2151 -0.2284 0.1439
C -2.421473 1.920469 3.492501 -0.0750 0.0784 0.1372
H -2.094164 3.467758 0.733697 -0.0490 -0.0808 -0.0327
H -1.667021 4.557883 2.047662 -0.0445 0.0224 0.1459
C 0.844529 1.305111 3.225320 -0.2581 -0.1860 -0.4528
H 2.136280 1.605972 -1.507617 0.1188 -0.0413 0.0430
H -4.438302 -2.430151 -1.262236 -0.0940 0.1556 -0.0715
H 0.806849 -3.390634 -4.605183 -0.0331 0.2002 -0.1797
Si -2.047773 -3.261601 -0.819579 -0.2097 -0.0636 0.0857
H 3.371199 3.346637 0.968358 0.0767 0.0644 -0.0071
H -2.340880 -2.748190 -4.872557 0.1153 -0.1887 -0.1032
H 2.528302 -4.218503 -0.838101 0.2217 0.0559 -0.1206
H 4.950394 -1.309661 0.624692 -0.0174 -0.0826 0.0297
C 1.079505 2.323782 4.135703 0.0261 0.2182 -0.2390
N 1.706308 -0.391938 -1.730478 -0.1940 0.2001 0.0858
H -5.298744 0.174310 1.718072 -0.0495 0.0040 -0.0300
Si -1.576468 -1.068712 -3.154391 -0.1395 0.2655 0.0102
C 3.753980 0.591676 -2.487497 -0.1309 -0.1094 -0.0604
C -2.631939 -4.747462 -1.855257 0.1780 0.6792 0.2569
H 0.288280 3.325524 -1.806750 -0.0442 -0.0630 -0.0473
H 1.413866 5.413152 2.642848 0.0052 -0.0102 0.1519
Sc 0.087340 -0.594282 -0.098019 -0.0134 -1.4367 -1.0823
O -1.573092 -1.050981 0.858298 0.2157 0.1786 -0.1686
H 6.543752 0.550834 0.368476 0.0755 -0.0263 -0.0193
C 0.789608 -0.263222 5.058843 -0.0166 -0.2073 0.0295
Ge 0.792491 1.544562 1.260917 1.0041 1.7173 0.6863
H -3.898958 3.032829 4.587025 0.0103 0.1126 0.0629
C 0.776312 4.130123 -1.256476 -0.0330 -0.1301 0.4940
H -2.418628 -4.064341 1.527746 -0.1688 0.0597 0.0351
H 0.099315 0.722635 -3.759607 0.0543 0.0806 0.1241
H -1.178661 -5.024736 0.768005 0.0999 -0.1625 -0.0888
H 5.148867 -0.751074 -3.432695 0.0917 0.0312 -0.0316
H -1.808923 5.180343 0.405248 0.0118 0.1244 -0.0739
H -0.795060 -3.429233 1.398221 0.0497 -0.0194 0.0898
H -1.570584 2.382424 3.971943 0.0985 0.1008 0.1190
C 4.179356 -0.636938 -2.971702 -0.1797 0.0810 0.0795
H 1.011209 6.400829 1.244938 -0.1384 0.0410 -0.1045
H 1.327879 2.871613 6.189987 0.0478 0.0643 0.0456
C 1.019529 0.767134 5.956445 0.0058 0.0009 0.0979
H 0.676128 -1.275793 5.419187 -0.0049 -0.0812 0.0233
C 2.078331 -1.569991 -2.264033 -0.4377 -0.5460 -0.1360
H -3.455521 -0.526710 -0.805997 -0.2636 0.2514 0.3231
C -0.295348 -0.161850 -4.254249 -0.3189 -0.4896 0.5203
H -2.211204 0.751708 -1.434604 -0.1175 0.1644 0.0685
C -3.782269 -2.406194 -0.394470 0.5797 -1.2076 -0.4110
C 0.877556 -4.013513 -3.720403 -0.0959 0.3959 0.6359
H 4.369979 1.474492 -2.555109 -0.0044 0.0641 -0.0213
H -2.505612 1.275368 -3.066799 0.0174 0.1371 -0.1000
Si 0.770154 -2.976511 -2.132343 0.0394 0.0568 0.0317
H 1.843126 4.101267 -1.469217 0.1259 -0.0444 -0.0249
H 1.809277 -4.566055 -3.774319 0.2380 -0.0878 0.0361
C 4.599832 -0.289063 0.698148 0.0744 -0.2913 0.0611
H 0.482293 -0.792442 2.994506 -0.0032 0.0281 0.3061
C 1.456600 5.460605 1.559815 -0.2012 -0.6386 -0.1279
C -3.154440 0.382508 1.966553 -0.3941 0.6368 0.4380
C 1.498755 -3.936046 -0.643179 -0.5095 0.2782 -0.5504
O -3.756188 -0.998251 0.014158 0.6674 0.8258 0.0585
C 1.159373 2.063820 5.492585 0.0126 -0.0069 0.1799
H -5.802948 1.926703 3.405022 0.0029 0.0051 -0.0113
C 5.051807 2.060920 0.660409 0.1168 0.0753 0.0344
H 0.071161 -4.735118 -3.766473 -0.2380 -0.1953 0.0352
C -2.817009 -1.941386 -4.324594 0.5705 0.1839 0.5767
Ge 0.446861 3.954404 0.712026 -0.3557 0.2114 -0.3828
N -2.125402 1.006292 2.593591 -0.3139 -0.3971 -0.3468
C -1.486677 4.330462 1.000755 0.4223 -0.1357 -0.0432
C 0.694897 0.011877 3.706871 -0.0263 -0.1840 -0.1174
H 1.092706 0.557602 7.013627 -0.0153 -0.0125 0.0683
C -1.551072 -4.010849 0.874730 0.2500 0.3488 -0.6153
H 1.501668 -3.311043 0.253277 0.0247 0.0304 0.1982
H -3.002362 -4.459909 -2.830871 -0.0736 0.1246 -0.2716
C -2.741925 -0.627161 1.079000 -0.6627 -0.2176 0.0268
H 0.547632 -0.790269 -4.520315 0.2139 -0.1386 -0.0879
H 2.498105 5.464081 1.254234 0.1347 -0.0284 -0.0281
C 3.266434 -0.012692 0.942150 -0.2407 -0.0674 0.1462
C -2.596697 0.416350 -2.407943 0.6056 -0.6450 -0.1407
H -3.669785 -2.362567 -3.798906 -0.1292 -0.0756 0.1402
H 3.593773 -2.679610 -3.274706 0.0420 -0.0836 -0.0743
C 2.513090 0.661906 -1.883627 0.0843 0.5987 -0.0394
H 2.555768 -0.848179 1.090684 0.3379 0.0776 -0.0097
H 5.745431 2.883224 0.579257 0.1356 0.0873 -0.0421
H -4.291445 -2.942599 0.404409 0.0574 0.0711 0.0773
H -3.422624 -5.292606 -1.352005 -0.1775 -0.1425 0.2119
H -0.760434 0.165815 -5.180501 -0.1980 -0.0062 -0.0899
H -3.203877 -1.235384 -5.055571 0.0121 0.1903 -0.0593
H 0.392209 5.076281 -1.630523 -0.0726 0.1032 0.0344
```
Positions in Å, forces in eV/Å.